# 1
# C72H60F12

12 unconnected molecules or ions with the total composition C72H60F12 in a non-equilibrium geometry (ωB97M-V/def2-TZVPD, the OMol25 dataset).

Computed properties:
- largest force on an atom (eV Å⁻¹) = 3.693
- HOMO level (alpha / beta) (Eh) = 0.0017 / -0.1753
- relative energy (zero: lowest compared OMol25 entry of this formula, charge and spin) (kJ/mol) = 0.0
- energy (Ha) = -3977.87546
- net charge = -1
- ⟨S²⟩ = 0.76
- spin multiplicity = 2

Element x y z (Å)
F  0.46  -5.35  5.18
C  1.03  -4.16  5.03
C  2.40  -3.96  5.40
C  2.83  -2.65  5.33
C  1.98  -1.59  4.93
C  0.68  -1.86  4.48
C  0.22  -3.16  4.49
H  3.04  -4.77  5.73
H  3.83  -2.36  5.63
H  2.25  -0.55  5.01
H  0.08  -1.03  4.11
H  -0.77  -3.40  4.15
F  -3.51  0.07  -6.34
C  -2.32  0.45  -5.76
C  -1.73  1.58  -6.21
C  -0.48  1.99  -5.70
C  0.01  1.30  -4.57
C  -0.73  0.24  -4.01
C  -1.86  -0.20  -4.65
H  -2.23  2.01  -7.06
H  -0.02  2.90  -6.04
H  0.94  1.60  -4.11
H  -0.40  -0.26  -3.11
H  -2.32  -1.08  -4.24
F  -0.88  4.83  0.77
C  -2.07  5.31  1.26
C  -2.18  5.64  2.61
C  -3.37  6.24  3.00
C  -4.39  6.51  2.07
C  -4.30  6.01  0.79
C  -3.15  5.49  0.35
H  -1.36  5.61  3.31
H  -3.41  6.53  4.04
H  -5.32  6.96  2.38
H  -5.13  6.02  0.10
H  -2.97  5.17  -0.66
F  0.13  -2.63  -3.34
C  0.18  -3.68  -4.17
C  0.28  -3.55  -5.55
C  0.61  -4.68  -6.36
C  0.62  -5.93  -5.78
C  0.48  -6.06  -4.42
C  0.23  -4.93  -3.58
H  0.11  -2.53  -5.87
H  0.72  -4.61  -7.43
H  0.70  -6.82  -6.40
H  0.56  -6.97  -3.85
H  0.18  -5.15  -2.52
F  4.09  -7.59  1.52
C  2.95  -7.03  1.06
C  2.28  -7.68  0.05
C  1.07  -7.12  -0.42
C  0.60  -5.95  0.12
C  1.25  -5.31  1.20
C  2.46  -5.87  1.63
H  2.69  -8.53  -0.48
H  0.62  -7.56  -1.29
H  -0.33  -5.58  -0.27
H  0.79  -4.47  1.69
H  2.91  -5.20  2.34
F  1.67  2.37  2.73
C  2.75  2.54  3.50
C  3.99  3.03  2.99
C  5.12  2.95  3.79
C  5.05  2.41  5.05
C  3.85  2.05  5.59
C  2.68  2.15  4.84
H  4.05  3.49  2.02
H  6.03  3.35  3.37
H  5.91  2.47  5.70
H  3.87  1.55  6.55
H  1.73  1.88  5.27
F  2.89  -0.55  -4.03
C  3.41  -0.06  -5.19
C  3.30  -0.81  -6.39
C  4.04  -0.46  -7.53
C  4.69  0.78  -7.56
C  4.76  1.52  -6.36
C  4.09  1.12  -5.24
H  2.69  -1.69  -6.27
H  3.95  -1.07  -8.42
H  5.23  1.04  -8.46
H  5.26  2.48  -6.25
H  4.03  1.77  -4.39
F  0.64  4.68  5.85
C  -0.65  4.33  5.75
C  -1.64  4.96  6.44
C  -2.97  4.60  6.20
C  -3.20  3.44  5.41
C  -2.19  2.78  4.69
C  -0.93  3.29  4.88
H  -1.38  5.88  6.96
H  -3.78  5.05  6.75
H  -4.25  3.18  5.46
H  -2.48  2.02  3.97
H  -0.15  2.84  4.27
F  -3.26  1.15  -0.36
C  -3.48  1.97  -1.37
C  -2.36  2.67  -1.82
C  -2.53  3.53  -2.87
C  -3.77  3.63  -3.49
C  -4.90  2.96  -3.08
C  -4.71  2.12  -1.97
H  -1.39  2.54  -1.37
H  -1.71  4.09  -3.30
H  -3.91  4.23  -4.38
H  -5.84  2.94  -3.60
H  -5.58  1.58  -1.64
F  7.13  -4.62  -1.92
C  5.91  -4.05  -1.93
C  4.75  -4.86  -1.92
C  3.48  -4.29  -2.05
C  3.34  -2.87  -2.09
C  4.51  -2.04  -1.87
C  5.78  -2.64  -1.84
H  4.87  -5.93  -1.81
H  2.64  -4.92  -2.32
H  2.36  -2.42  -2.24
H  4.38  -0.97  -1.89
H  6.73  -2.12  -1.84
F  -1.75  -0.03  2.62
C  -0.81  -0.14  1.63
C  -0.31  0.98  1.00
C  0.45  0.82  -0.19
C  0.67  -0.47  -0.64
C  0.28  -1.59  0.04
C  -0.43  -1.43  1.24
H  -0.63  1.96  1.33
H  0.90  1.70  -0.64
H  1.15  -0.53  -1.61
H  0.47  -2.59  -0.33
H  -0.86  -2.24  1.80
F  -7.77  -0.11  4.57
C  -6.97  0.76  3.86
C  -5.89  0.33  3.13
C  -5.03  1.24  2.51
C  -5.38  2.60  2.66
C  -6.54  3.05  3.31
C  -7.35  2.08  3.97
H  -5.63  -0.71  3.21
H  -4.12  0.89  2.06
H  -4.75  3.33  2.17
H  -6.89  4.07  3.31
H  -8.28  2.36  4.44

***

# 2
# C4H7N

C4H7N in the gas phase in a non-equilibrium geometry (ωB97M-V/def2-TZVPD, the OMol25 dataset).

Computed properties:
- largest force on an atom (eV Å⁻¹) = 4.028
- HOMO level (Eh) = -0.2912
- relative energy (zero: lowest compared OMol25 entry of this formula, charge and spin) (kJ/mol) = 263.3
- energy (Ha) = -211.26040
- SMILES string = C=C/C=C/N

Element x y z (Å)
C  -1.88  -0.65  -1.40
C  -0.57  -0.77  -1.06
C  -0.20  -0.06  0.19
C  1.09  0.02  0.60
N  1.66  0.89  1.71
H  -2.51  -1.52  -1.68
H  -2.35  0.32  -1.02
H  0.06  -1.57  -1.45
H  -1.03  0.51  0.72
H  2.07  -0.12  0.13
H  2.50  1.25  1.20
H  1.16  1.70  2.05

***

# 3
# C36H44ClN4Ru

A molecular structure, C36H44ClN4Ru in a non-equilibrium geometry (ωB97M-V/def2-TZVPD, the OMol25 dataset).

Computed properties:
- largest force on an atom (eV Å⁻¹) = 2.274
- HOMO level (alpha / beta) (Eh) = -0.3512 / -0.3513
- energy (Ha) = -2172.15983
- net charge = +1

Element x y z (Å)
Ru  0.03  0.05  0.06
C  -4.23  4.39  -1.18
C  -3.48  3.75  -2.36
C  -2.18  3.15  -1.95
C  -0.93  3.66  -2.06
C  -0.50  4.98  -2.62
C  -0.25  6.02  -1.52
C  -0.03  2.69  -1.44
N  -0.71  1.62  -0.97
C  -2.04  1.86  -1.27
C  -3.07  1.00  -0.97
C  -2.96  -0.24  -0.32
C  -4.09  -1.09  -0.01
C  -5.52  -0.76  -0.31
C  -6.11  0.22  0.70
C  -3.59  -2.16  0.66
C  -2.14  -1.97  0.73
C  -1.27  -2.83  1.35
C  0.12  -2.65  1.46
N  0.80  -1.61  0.96
C  2.13  -1.83  1.26
C  3.16  -1.00  0.93
C  3.06  0.22  0.23
N  1.91  0.75  -0.23
C  2.24  1.96  -0.80
C  1.36  2.85  -1.36
C  3.69  2.16  -0.71
C  4.19  1.08  -0.06
C  5.60  0.81  0.35
C  5.84  1.14  1.83
C  4.40  3.39  -1.18
C  4.27  4.55  -0.20
C  2.26  -3.09  2.00
C  1.02  -3.61  2.12
C  0.56  -4.85  2.82
C  0.00  -4.56  4.21
C  3.55  -3.62  2.54
C  3.97  -2.92  3.84
N  -1.80  -0.79  0.11
C  -4.32  -3.36  1.18
C  -4.24  -4.55  0.22
H  -5.18  4.81  -1.51
H  -3.63  5.19  -0.74
H  -4.43  3.66  -0.40
H  -3.30  4.50  -3.13
H  -4.11  2.98  -2.82
H  -1.27  5.35  -3.30
H  0.40  4.84  -3.22
H  -1.16  6.21  -0.95
H  0.09  6.96  -1.95
H  0.51  5.68  -0.82
H  -4.07  1.32  -1.26
H  -6.11  -1.68  -0.32
H  -5.60  -0.35  -1.32
H  -6.08  -0.20  1.71
H  -7.15  0.46  0.46
H  -5.55  1.16  0.72
H  -1.69  -3.71  1.81
H  4.15  -1.30  1.23
H  1.77  3.76  -1.78
H  6.27  1.39  -0.27
H  5.84  -0.24  0.15
H  5.65  2.19  2.03
H  6.88  0.92  2.10
H  5.19  0.56  2.48
H  4.01  3.68  -2.16
H  5.45  3.15  -1.34
H  3.23  4.82  -0.03
H  4.80  5.43  -0.57
H  4.70  4.29  0.77
H  1.40  -5.54  2.90
H  -0.19  -5.36  2.21
H  0.75  -4.10  4.85
H  -0.34  -5.47  4.69
H  -0.85  -3.87  4.16
H  4.33  -3.51  1.79
H  3.45  -4.69  2.73
H  4.07  -1.84  3.69
H  4.92  -3.30  4.20
H  3.22  -3.07  4.62
H  -5.37  -3.09  1.35
H  -3.92  -3.63  2.16
H  -4.68  -4.30  -0.75
H  -4.77  -5.41  0.62
H  -3.20  -4.84  0.05
Cl  -0.24  1.10  2.03

***

# 4
# C21H34N4O3PSm

A molecular structure, C21H34N4O3PSm in a non-equilibrium geometry (ωB97M-V/def2-TZVPD, the OMol25 dataset).

Computed properties:
- largest force on an atom (eV Å⁻¹) = 1.416
- HOMO level (alpha / beta) (Eh) = -0.4982 / -0.4986
- relative energy (zero: lowest compared OMol25 entry of this formula, charge and spin) (kJ/mol) = 20.2
- energy (Ha) = -2264.39457
- net charge = +2
- ⟨S²⟩ = 8.76
- spin multiplicity = 6

Element x y z (Å)
Sm  0.11  -0.54  0.29
C  3.39  -0.95  3.71
C  2.54  -0.20  2.72
O  1.66  -0.78  2.05
N  2.76  1.10  2.59
C  2.00  1.94  1.66
C  0.62  2.25  2.21
C  0.41  3.39  2.97
C  -0.84  3.62  3.52
C  -1.85  2.69  3.28
C  -1.56  1.59  2.51
N  -0.35  1.36  1.97
H  3.94  -1.73  3.19
H  2.74  -1.43  4.44
H  4.09  -0.30  4.23
H  3.47  1.54  3.15
H  1.92  1.42  0.71
H  2.55  2.86  1.50
H  1.22  4.09  3.13
H  -1.03  4.49  4.12
H  -2.84  2.83  3.69
H  -2.32  0.84  2.31
C  3.60  -0.32  -2.62
C  2.28  0.11  -2.05
O  1.97  -0.36  -0.92
C  1.43  1.00  -2.78
C  1.84  1.51  -4.04
C  1.10  2.42  -4.73
C  -0.11  2.88  -4.17
C  -0.55  2.41  -2.96
C  0.18  1.45  -2.24
O  -0.30  0.99  -1.11
H  4.08  -1.00  -1.92
H  4.25  0.54  -2.78
H  3.47  -0.82  -3.58
H  2.78  1.17  -4.46
H  1.43  2.79  -5.69
H  -0.69  3.62  -4.70
H  -1.47  2.77  -2.53
N  -0.29  -2.85  1.46
C  -0.58  -3.98  0.54
C  0.35  -3.90  -0.66
N  0.15  -2.61  -1.37
H  0.62  -3.01  1.89
H  -0.95  -2.89  2.23
H  -1.61  -3.89  0.21
H  -0.45  -4.95  1.02
H  0.17  -4.76  -1.31
H  1.39  -3.95  -0.33
H  -0.71  -2.67  -1.91
H  0.89  -2.50  -2.06
C  -3.46  0.91  -0.61
P  -2.75  -0.73  -0.23
C  -3.22  -1.64  -1.76
C  -3.98  -1.42  0.95
H  -4.53  0.83  -0.79
H  -2.98  1.29  -1.51
H  -3.29  1.62  0.20
H  -4.27  -1.45  -1.98
H  -3.08  -2.71  -1.63
H  -2.62  -1.29  -2.60
H  -4.99  -1.25  0.58
H  -3.89  -0.96  1.93
H  -3.82  -2.49  1.06

***

# 5
# C33H31BF8O2S

2 unconnected molecules or ions with the total composition C33H31BF8O2S in a non-equilibrium geometry (ωB97M-V/def2-TZVPD, the OMol25 dataset).

Computed properties:
- largest force on an atom (eV Å⁻¹) = 3.155
- HOMO level (Eh) = -0.2136
- relative energy (zero: lowest compared OMol25 entry of this formula, charge and spin) (kJ/mol) = 0.0
- energy (Ha) = -2648.41255

Element x y z (Å)
C  -6.07  3.21  0.94
C  -4.74  2.61  0.69
C  -4.39  1.56  -0.16
C  -3.15  0.97  0.15
C  -2.54  1.47  1.31
B  -1.64  -2.36  4.39
C  -1.43  1.23  2.08
C  -1.25  1.90  3.31
C  -0.28  2.86  3.25
C  -0.27  3.87  4.38
F  0.21  5.09  4.01
F  -1.52  4.06  4.90
F  0.52  3.40  5.42
C  0.63  2.89  2.16
C  0.67  1.88  1.25
C  1.43  2.08  -0.03
F  0.84  1.42  -1.08
F  1.50  3.39  -0.41
F  2.73  1.61  0.05
C  -0.27  0.71  1.33
O  -2.18  -1.84  5.45
C  -3.62  -2.01  5.71
C  -4.42  -2.41  4.46
C  -5.52  -3.36  4.93
C  -5.07  -1.15  3.89
C  -3.64  -3.12  3.30
O  -2.19  -3.07  3.45
S  -3.46  2.93  1.75
H  -6.65  3.51  0.06
H  -6.69  2.46  1.47
H  -5.98  4.07  1.60
H  -5.06  1.24  -0.95
H  -2.71  0.13  -0.39
H  -1.92  1.83  4.17
H  1.27  3.76  2.05
H  -0.54  0.53  0.30
H  -3.66  -2.73  6.52
H  -3.94  -1.02  6.09
H  -6.20  -3.62  4.10
H  -5.08  -4.29  5.32
H  -6.12  -2.88  5.72
H  -5.74  -1.42  3.07
H  -5.66  -0.69  4.70
H  -4.33  -0.42  3.53
H  -3.88  -4.18  3.23
H  -3.84  -2.64  2.33
C  5.04  0.62  4.77
C  3.74  0.18  4.21
C  3.69  -0.86  3.28
F  4.89  -1.45  2.95
C  2.53  -1.31  2.65
C  1.34  -0.58  2.87
C  0.08  -0.64  1.97
C  0.30  -1.65  0.84
C  1.37  -1.44  -0.03
C  1.68  -2.47  -0.92
F  2.85  -2.41  -1.64
C  0.88  -3.60  -1.09
C  1.33  -4.67  -2.01
C  -0.31  -3.66  -0.36
C  -0.58  -2.71  0.63
C  1.32  0.24  3.99
C  2.50  0.71  4.57
H  4.93  1.56  5.32
H  5.46  -0.12  5.47
H  5.79  0.77  3.98
H  2.61  -2.18  1.99
H  -0.74  -0.98  2.63
H  2.00  -0.56  0.02
H  0.56  -5.44  -2.09
H  1.54  -4.26  -3.00
H  2.25  -5.13  -1.63
H  -1.02  -4.47  -0.52
H  -1.46  -2.81  1.28
H  0.35  0.56  4.39
H  2.46  1.51  5.31

***

# 6
# C13H12FN3S

C13H12FN3S in the gas phase in a non-equilibrium geometry (ωB97M-V/def2-TZVPD, the OMol25 dataset).

Computed properties:
- largest force on an atom (eV Å⁻¹) = 1.017
- HOMO level (Eh) = -0.2985
- energy (Ha) = -1164.92210
- SMILES string = Fc1cccc(NC(=S)NCc2ccccn2)c1

Element x y z (Å)
F  -4.93  -0.07  0.36
C  -3.75  0.53  0.13
C  -3.71  1.91  0.10
C  -2.49  2.52  -0.15
C  -1.36  1.76  -0.36
C  -1.41  0.37  -0.31
N  -0.23  -0.32  -0.56
C  0.14  -1.60  -0.24
S  -0.75  -2.67  0.64
N  1.34  -2.01  -0.72
C  2.31  -1.19  -1.41
C  2.85  -0.08  -0.54
C  2.92  1.24  -0.98
C  3.41  2.20  -0.11
C  3.81  1.82  1.16
C  3.70  0.48  1.50
N  3.24  -0.44  0.68
C  -2.63  -0.26  -0.07
H  -4.61  2.49  0.26
H  -2.43  3.60  -0.19
H  -0.41  2.25  -0.55
H  0.52  0.27  -0.87
H  1.66  -2.88  -0.32
H  3.13  -1.84  -1.71
H  1.86  -0.77  -2.32
H  2.61  1.51  -1.98
H  3.48  3.24  -0.42
H  4.19  2.54  1.87
H  4.00  0.12  2.48
H  -2.72  -1.33  -0.03

***

# 7
# C4H8O3S

C4H8O3S in the gas phase in a non-equilibrium geometry (ωB97M-V/def2-TZVPD, the OMol25 dataset).

Computed properties:
- largest force on an atom (eV Å⁻¹) = 1.049
- HOMO level (Eh) = -0.3261
- relative energy (zero: lowest compared OMol25 entry of this formula, charge and spin) (kJ/mol) = 0.0
- energy (Ha) = -781.13324
- SMILES string = CS[C@@H](CO)C(=O)O

Element x y z (Å)
C  1.79  -0.47  1.05
S  1.55  0.97  -0.02
C  -0.15  0.73  -0.65
C  -0.34  -0.48  -1.58
O  -0.14  -1.72  -0.95
C  -1.12  0.71  0.49
O  -1.51  -0.31  1.04
O  -1.52  1.92  0.89
H  2.76  -0.30  1.56
H  1.00  -0.57  1.80
H  1.79  -1.39  0.45
H  -0.34  1.66  -1.21
H  0.40  -0.38  -2.39
H  -1.34  -0.41  -1.99
H  -0.70  -1.74  -0.16
H  -2.13  1.79  1.66

***

# 8
# C8H8N4O4

2 unconnected molecules or ions with the total composition C8H8N4O4 in a non-equilibrium geometry (ωB97M-V/def2-TZVPD, the OMol25 dataset).

Computed properties:
- largest force on an atom (eV Å⁻¹) = 7.381
- HOMO level (Eh) = -0.3394
- relative energy (zero: lowest compared OMol25 entry of this formula, charge and spin) (kJ/mol) = 370.5
- energy (Ha) = -829.61927
- SMILES string = O=c1cc[nH]c(=O)[nH]1.O=c1cc[nH]c(=O)[nH]1

Element x y z (Å)
O  -0.96  -2.43  -1.15
C  -1.23  -1.19  -0.87
C  -1.15  -0.19  -1.93
C  -1.33  1.13  -1.55
N  -1.88  1.43  -0.24
C  -1.78  0.47  0.80
O  -1.95  0.89  1.85
N  -1.49  -0.77  0.40
H  -1.23  -0.41  -2.97
H  -1.38  1.73  -2.43
H  -2.03  2.49  0.05
H  -1.07  -1.42  1.16
O  1.63  2.54  -0.35
C  1.66  1.30  -0.20
C  2.19  0.26  -1.36
C  1.91  -1.06  -0.87
N  1.60  -1.45  0.45
C  1.09  -0.63  1.38
O  0.51  -1.05  2.40
N  1.30  0.77  1.01
H  2.37  0.52  -2.45
H  2.34  -1.88  -1.40
H  1.19  -2.45  0.42
H  1.03  1.46  1.80

***

# 9
# CH4N3P

2 unconnected molecules or ions with the total composition CH4N3P in a non-equilibrium geometry (ωB97M-V/def2-TZVPD, the OMol25 dataset).

Computed properties:
- largest force on an atom (eV Å⁻¹) = 1.226
- HOMO level (alpha / beta) (Eh) = -0.3793 / -0.2942
- relative energy (zero: lowest compared OMol25 entry of this formula, charge and spin) (kJ/mol) = 243.8
- energy (Ha) = -546.02950

Element x y z (Å)
C  0.35  -1.65  -0.16
N  1.13  -2.47  0.06
N  -0.08  1.17  1.74
N  -0.23  0.32  -1.71
P  -0.94  -0.47  -0.44
H  0.61  0.53  2.13
H  -0.90  1.09  2.33
H  0.77  0.35  -1.87
H  -0.70  1.13  -2.08